Entry from the OMol25 dataset: 5 unconnected molecules or ions with the total composition C32H38BF4O2 (wB97M-V/def2-TZVPD).

XYZ file:
```
77
Properties=species:S:1:pos:R:3:mulliken_charge:R:1
C -0.565 3.118 -1.127 -1.34
C -1.271 3.580 0.140 0.94
C -0.546 4.829 0.687 -1.65
C -1.435 2.469 1.224 -0.78
C -0.734 1.127 0.980 0.00
B -0.401 0.260 2.345 1.13
O -0.020 1.054 3.535 -0.65
C 0.894 0.222 4.173 -0.71
C 1.825 -0.140 3.003 0.66
C 2.893 -1.175 3.255 -1.40
O 0.897 -0.523 2.039 -0.63
H 0.373 2.622 -0.911 0.32
H -0.305 4.000 -1.723 0.50
H -1.187 2.506 -1.770 0.11
H -2.264 3.917 -0.159 0.26
H -0.742 4.921 1.752 0.45
H -0.952 5.716 0.202 0.38
H 0.522 4.778 0.492 0.34
H -1.115 2.873 2.185 0.17
H -2.502 2.270 1.329 0.25
H 0.216 1.221 0.462 -0.21
H -1.397 0.501 0.386 -0.19
H -1.254 -0.609 2.548 -0.33
H 1.375 0.667 5.051 0.33
H 0.435 -0.725 4.508 0.08
H 2.278 0.829 2.727 0.11
H 3.321 -1.071 4.251 0.36
H 3.680 -1.087 2.508 0.25
H 2.471 -2.172 3.139 0.31
F -1.921 0.323 -2.203 -0.39
C -1.341 -0.892 -2.098 0.08
C -2.068 -2.015 -2.433 -0.39
C -1.463 -3.259 -2.324 -0.39
C -0.156 -3.361 -1.870 -0.85
C 0.551 -2.216 -1.526 -0.08
C -0.041 -0.970 -1.649 0.33
H -3.091 -1.912 -2.774 0.44
H -2.018 -4.151 -2.588 0.36
H 0.310 -4.333 -1.773 0.42
H 1.561 -2.294 -1.158 0.17
H 0.489 -0.063 -1.391 0.38
F 3.348 -3.232 -0.429 -0.32
C 4.438 -2.446 -0.508 0.41
C 4.271 -1.076 -0.546 -0.20
C 5.397 -0.270 -0.623 -0.54
C 6.663 -0.838 -0.667 -0.48
C 6.806 -2.218 -0.629 -0.36
C 5.687 -3.034 -0.545 -0.51
H 3.276 -0.653 -0.508 0.42
H 5.283 0.805 -0.645 0.38
H 7.538 -0.204 -0.728 0.37
H 7.792 -2.663 -0.664 0.36
H 5.775 -4.112 -0.506 0.41
F 0.509 -0.497 -4.719 -0.18
C -0.280 -0.155 -5.751 0.29
C 0.212 -0.276 -7.037 -0.53
C -0.602 0.079 -8.102 -0.35
C -1.886 0.553 -7.873 -0.49
C -2.359 0.669 -6.572 -0.59
C -1.557 0.309 -5.499 -0.13
H 1.219 -0.641 -7.192 0.41
H -0.232 -0.015 -9.115 0.35
H -2.517 0.832 -8.707 0.37
H -3.358 1.042 -6.390 0.36
H -1.910 0.389 -4.481 0.46
F -6.183 -1.884 5.849 -0.34
C -5.119 -1.069 5.633 0.44
C -5.308 0.296 5.664 -0.45
C -4.214 1.123 5.444 -0.43
C -2.961 0.582 5.193 -0.38
C -2.797 -0.796 5.163 0.02
C -3.883 -1.631 5.388 -0.64
H -6.294 0.698 5.854 0.40
H -4.343 2.198 5.467 0.37
H -2.111 1.228 5.010 0.36
H -1.823 -1.217 4.955 0.19
H -3.776 -2.708 5.373 0.41
```

Properties
net charge = -1
max |F| = 1.45 eV/Å
LUMO level = 2.52 eV
energy = -49443.944 eV